No. 1
The following is a DFT calculation (ωB97M-V/def2-TZVPD) of C3H2FPS in the gas phase.

Structure (ORCA input):
```
! wB97M-V def2-TZVPD RIJCOSX def2/J DEFGRID3
* xyz 0 1
F 1.337 2.271 -1.154
C -0.582 -0.374 0.949
C -0.297 -1.080 -0.163
C 0.773 1.156 -0.759
H -1.135 -0.786 1.776
P 0.614 -0.338 -1.500
S -0.080 1.251 1.116
H -0.630 -2.099 -0.265
*
```

For the orbital gap, the calculation gives 9.29 eV. Its structure (SMILES) is Fc1pccs1. The total energy comes out at -25982.9758 eV. The LUMO energy is 0.256 eV.

Atom charges from the Löwdin analysis, given in e for atoms 1 to 5:
1. F -0.033
2. C -0.619
3. C -0.489
4. C -0.731
5. H 0.055


No. 2
The following is a DFT calculation (ωB97M-V/def2-TZVPD) of a molecular structure, C3H2HgO2.

Structure (ORCA input):
```
! wB97M-V def2-TZVPD RIJCOSX def2/J DEFGRID3
* xyz 1 2
C 0.991 -0.200 -0.363
Hg 1.644 0.245 -2.177
C -1.203 1.285 0.075
H -2.286 0.676 1.470
O -0.103 1.093 -0.553
C 0.939 -1.296 0.294
O -1.463 0.434 1.023
H 1.481 -2.237 0.232
*
```

As for the expectation value of S²: 0.798. For the orbital gap (spin up / spin down), the calculation gives 6.90 / 6.00 eV. The total energy comes out at -11398.1202 eV. The LUMO energy (spin up / spin down) is -6.668 / -7.798 eV.

Atom charges from the Löwdin analysis, given in e for atoms 1 to 5:
1. C -0.437
2. Hg 1.247
3. C -0.124
4. H 0.144
5. O -0.177


No. 3
The following is a DFT calculation (ωB97M-V/def2-TZVPD) of a molecular structure, C3H2HgO3.

Structure (ORCA input):
```
! wB97M-V def2-TZVPD RIJCOSX def2/J DEFGRID3
* xyz 1 2
C 0.835 -0.727 0.025
H 0.362 -1.690 -0.216
H -2.812 -0.522 0.437
C -1.280 0.504 -0.051
O 2.069 -0.557 -0.165
C 0.028 0.416 0.329
O 0.563 1.628 0.061
Hg 2.397 1.371 -0.144
O -2.162 -0.424 -0.275
*
```

As for the expectation value of S²: 0.787. For the orbital gap (spin up / spin down), the calculation gives 7.03 / 6.84 eV. The total energy comes out at -13445.8453 eV. The LUMO energy (spin up / spin down) is -6.830 / -6.838 eV.

Atom charges from the Löwdin analysis, given in e for atoms 1 to 5:
1. C -0.138
2. H 0.168
3. H 0.162
4. C 0.097
5. O -0.172


Q: Which formula does entry 2 have?
A: C3H2HgO2